# 1
Computed, not measured: a 2-piece molecular cluster, C4H5NO4 overall at a distorted geometry, with wB97M-V/def2-TZVPD.

Structure (XYZ):
```
14
Properties=species:S:1:pos:R:3:forces:R:3
O 0.44139 2.46281 3.34685 -2.17 -0.32 0.39
C 1.26978 3.33292 2.74999 0.72 0.72 -0.26
C 1.26358 3.81908 1.40898 -0.22 0.49 0.17
N 2.23302 4.67761 1.22127 -0.34 -0.34 -0.40
O 2.94008 4.72454 2.38492 0.28 -0.12 0.28
C 2.37545 3.91452 3.29564 -0.33 -0.16 -0.03
H -0.52658 2.72850 3.27820 1.84 -0.42 -0.07
H 0.53468 3.63399 0.62169 0.32 0.01 0.19
H 2.87348 3.82010 4.25513 -0.21 0.10 -0.27
O -1.89118 2.51566 6.32842 0.40 0.92 -0.88
C -1.77229 3.48109 5.62896 -1.07 -0.38 0.35
O -2.54521 3.63357 4.49191 0.56 -0.27 0.50
H -1.12703 4.35107 5.84764 0.01 -0.23 -0.11
H -2.51490 4.53800 4.15268 0.22 -0.01 0.13
```
Positions in Å, forces in eV/Å.

Results
- Energy: -13906.7737 eV
- Strongest force on any atom: 2.23 eV/Å
- Frontier orbital gap: 9.7 eV
- M: 131.1 g/mol
- Structure (SMILES): Oc1cnoc1.O=CO
- 2S+1: 1
- Net charge: 0
- Energy above the lowest of the compared OMol25 structures with the same formula, charge and spin: 60.8 kcal per mole

# 2
Computed, not measured: C4H5NOS as an isolated structure at a distorted geometry, with wB97M-V/def2-TZVPD.

Structure (XYZ):
```
12
Properties=species:S:1:pos:R:3:forces:R:3
C 1.54650 0.30158 -0.29861 0.04 -0.02 0.30
C -0.63501 -0.93552 -0.74024 -0.28 0.11 -0.29
C 0.46900 -0.62919 0.25422 -1.56 3.52 0.56
C -0.28729 1.17260 0.54202 0.95 -3.73 -0.78
N 1.00426 1.50445 0.05526 0.24 0.74 0.13
O 2.55513 0.06129 -0.89994 0.22 -0.15 -0.16
S -1.49402 0.67844 -0.75081 0.00 -0.01 0.12
H -0.26129 -1.20487 -1.72840 0.00 -0.14 0.03
H -1.32125 -1.70021 -0.38102 0.10 0.00 -0.03
H 0.68926 -1.31694 1.05404 0.17 -0.10 0.07
H -0.68623 1.67374 1.40879 0.11 0.04 0.20
H 1.30149 2.42243 -0.25673 0.02 -0.25 -0.16
```
Positions in Å, forces in eV/Å.

Results
- Energy: -18599.8241 eV
- Strongest force on any atom: 3.92 eV/Å
- Frontier orbital gap: 9.3 eV
- M: 115.2 g/mol
- 2S+1: 1
- Net charge: 0
- Energy above the lowest of the compared OMol25 structures with the same formula, charge and spin: 48.3 kcal per mole

# 3
Computed, not measured: a 2-piece molecular cluster, C4H5NOS overall at a distorted geometry, with wB97M-V/def2-TZVPD.

Structure (XYZ):
```
12
Properties=species:S:1:pos:R:3:forces:R:3
C -0.02052 -0.14807 -1.12571 0.87 1.37 1.00
C 0.25763 -1.64672 -0.82711 -3.21 -1.25 2.03
C -0.05044 -2.11739 0.45731 0.59 -1.03 -0.98
C -0.54695 -1.30176 1.62442 -3.34 0.59 0.66
H 2.41567 2.60410 -0.26730 -4.02 -0.30 -0.80
H -0.91944 0.30356 -1.87875 2.64 -1.63 1.90
H 0.22012 -2.46883 -1.60137 0.66 1.41 0.56
H -0.01600 -3.30447 0.88103 0.19 3.26 -1.78
H 0.31870 -1.53890 2.61442 -3.03 1.40 -2.20
N 0.75701 0.64736 -0.39335 -2.34 -1.33 -2.59
O -1.74554 -0.77648 1.57743 6.81 -2.40 1.07
S 0.55049 2.33554 -0.64922 4.19 -0.09 1.12
```
Positions in Å, forces in eV/Å.

Results
- Energy: -18595.0086 eV
- Strongest force on any atom: 7.30 eV/Å
- Frontier orbital gap: 8.2 eV
- M: 115.2 g/mol
- 2S+1: 1
- Net charge: 0
- Energy above the lowest of the compared OMol25 structures with the same formula, charge and spin: 159.4 kcal per mole

# 4
Computed, not measured: a 2-piece molecular cluster, C4H5NOS overall at a distorted geometry, with wB97M-V/def2-TZVPD.

Structure (XYZ):
```
12
Properties=species:S:1:pos:R:3:forces:R:3
C -0.00254 -1.05920 1.11487 -1.31 -0.14 -2.05
C -1.45671 1.70634 -0.56813 -1.84 0.04 0.18
C 1.33811 -0.65232 0.57768 -2.41 1.15 -0.45
C 1.36699 -0.02422 -0.76603 -2.02 1.66 -0.48
N -2.61486 1.54149 -0.40326 2.60 0.33 -0.36
O 2.24922 -0.73493 1.31571 2.75 -0.39 1.54
S -1.24864 -1.58804 0.25795 -0.13 -0.59 -0.81
H -0.36019 -0.86098 2.06577 0.80 0.48 2.41
H 1.37339 1.10754 -0.83656 -0.59 -1.10 1.04
H 2.28406 -0.17128 -1.18771 2.49 -1.19 -1.38
H 0.52189 -0.34347 -1.39604 0.56 -0.03 0.18
H -3.45073 1.07907 -0.17426 -0.88 -0.24 0.17
```
Positions in Å, forces in eV/Å.

Results
- Energy: -18598.7194 eV
- Strongest force on any atom: 3.17 eV/Å
- Frontier orbital gap: 8.0 eV
- M: 115.2 g/mol
- 2S+1: 1
- Net charge: 0
- Energy above the lowest of the compared OMol25 structures with the same formula, charge and spin: 73.8 kcal per mole

# 5
Computed, not measured: one molecule with the formula C4H5NOS at a distorted geometry, with wB97M-V/def2-TZVPD.

Structure (XYZ):
```
12
Properties=species:S:1:pos:R:3:forces:R:3
C -2.27610 0.96487 0.00237 2.93 0.53 2.51
S -0.39941 1.02922 0.03788 -0.96 0.49 -0.06
C 0.00279 -0.65084 -0.12729 -0.50 2.10 1.17
C 1.24886 -1.08449 0.08889 -1.15 -2.15 -1.25
C 2.36260 -0.21552 -0.00322 1.86 0.74 1.23
N 2.83156 0.95687 0.11490 -0.99 -0.68 -0.38
O 3.68454 -0.44433 -0.03587 -0.32 -0.27 -0.17
H -2.57030 1.74139 -0.57509 -1.04 2.20 -1.96
H -2.76210 1.01558 0.95336 0.26 0.34 0.93
H -2.51492 0.06062 -0.35627 -1.01 -3.16 -1.87
H -0.92297 -1.17669 -0.20423 0.12 -1.24 -0.04
H 1.31547 -2.19669 0.10456 0.81 1.09 -0.08
```
Positions in Å, forces in eV/Å.

Results
- Energy: -18597.1075 eV
- Strongest force on any atom: 3.89 eV/Å
- Frontier orbital gap: 8.8 eV
- M: 115.2 g/mol
- Structure (SMILES): CS/C=C\C1=NO1
- 2S+1: 1
- Net charge: 0
- Energy above the lowest of the compared OMol25 structures with the same formula, charge and spin: 111.0 kcal per mole

# 6
Computed, not measured: one molecule with the formula C4H5NOS at a distorted geometry, with wB97M-V/def2-TZVPD.

Structure (XYZ):
```
12
Properties=species:S:1:pos:R:3:forces:R:3
C 1.82522 0.85011 -0.06862 1.68 2.29 0.28
C 0.87818 1.78631 0.25097 -0.31 -2.72 -0.79
C -0.89801 -0.33120 0.44488 0.62 0.76 0.65
C -1.99348 -1.24084 0.01770 -0.43 0.31 -1.71
N 1.49904 -0.44581 -0.27651 0.38 0.12 0.85
O 2.22410 -1.40582 -0.08874 0.18 -0.27 -0.58
S -0.83418 1.29688 0.12946 -0.71 -0.59 -0.20
H 2.94842 1.24953 -0.11774 -2.34 -1.45 0.13
H 1.07539 2.81511 0.24395 0.17 1.19 0.24
H -2.79737 -0.81925 -0.64358 0.68 0.02 0.29
H -1.34262 -1.91219 -0.62119 -1.04 0.14 0.58
H -2.58470 -1.84283 0.72942 1.11 0.21 0.25
```
Positions in Å, forces in eV/Å.

Results
- Energy: -18594.6904 eV
- Strongest force on any atom: 2.86 eV/Å
- Frontier orbital gap (alpha / beta): 7.3 / 6.7 eV
- M: 115.2 g/mol
- 2S+1: 3
- Net charge: 0
- Energy above the lowest of the compared OMol25 structures with the same formula, charge and spin: 93.9 kcal per mole

# 7
Computed, not measured: one molecule with the formula C4H5NOS2 at a distorted geometry, with wB97M-V/def2-TZVPD.

Structure (XYZ):
```
13
Properties=species:S:1:pos:R:3:forces:R:3
N -1.11599 0.21010 1.69941 0.52 -1.09 3.21
C -0.24560 -0.23802 0.73794 -0.30 0.00 -0.12
C -0.14126 0.21744 -0.54467 -0.09 0.59 -0.57
C -0.90797 1.28471 -1.09279 -0.05 0.49 0.26
S -0.88279 2.07141 -2.53399 0.21 -0.69 0.43
O 0.78024 -0.41263 -1.35427 0.32 -0.62 0.15
C 1.71104 -1.12349 -0.57434 -0.67 0.54 1.14
S 0.87742 -1.57209 1.02535 -0.46 0.31 -0.04
H -2.05535 0.53744 1.53175 0.31 -0.08 -0.51
H -0.98902 -0.10417 2.73442 -0.11 0.68 -2.98
H -1.58674 1.67912 -0.34143 -0.16 0.06 0.04
H 2.00772 -2.03551 -1.04067 0.26 -0.41 -0.55
H 2.54829 -0.51432 -0.24673 0.23 0.22 -0.45
```
Positions in Å, forces in eV/Å.

Results
- Energy: -29435.4416 eV
- Strongest force on any atom: 3.43 eV/Å
- Frontier orbital gap: 7.3 eV
- M: 147.2 g/mol
- Structure (SMILES): NC1=C(C=S)OCS1
- 2S+1: 1
- Net charge: 0
- Energy above the lowest of the compared OMol25 structures with the same formula, charge and spin: 38.1 kcal per mole

# 8
Computed, not measured: one molecule with the formula C4H5NOS2 at a distorted geometry, with wB97M-V/def2-TZVPD.

Structure (XYZ):
```
13
Properties=species:S:1:pos:R:3:forces:R:3
O -0.57370 -0.24782 -1.91512 0.99 0.11 0.02
C -0.12923 -0.13903 -0.61090 -0.61 0.39 0.08
C 0.68251 -1.24124 -0.04100 -0.16 -0.35 2.04
C 1.32818 0.08165 -0.17321 -0.03 0.48 -1.02
S 1.38791 1.10789 1.24138 -0.07 0.21 0.41
N -0.32955 1.00659 1.38557 0.66 0.64 1.08
C -1.02779 0.58120 0.35849 -0.38 -0.80 -1.18
S -2.64423 0.72252 0.08091 -0.06 0.08 0.19
H -1.52911 -0.11104 -1.92074 -0.35 0.17 0.28
H 0.48863 -1.53116 1.02335 0.11 -0.12 -1.18
H 0.98665 -1.98067 -0.74065 0.10 -0.61 -0.34
H 2.09637 0.31362 -0.88800 0.11 -0.22 -0.27
H -0.73665 1.43748 2.19993 -0.31 0.01 -0.11
```
Positions in Å, forces in eV/Å.

Results
- Energy: -29435.7284 eV
- Strongest force on any atom: 2.07 eV/Å
- Frontier orbital gap: 8.6 eV
- M: 147.2 g/mol
- Structure (SMILES): O[C@@]12C[C@@H]1SNC2=S
- 2S+1: 1
- Net charge: 0
- Energy above the lowest of the compared OMol25 structures with the same formula, charge and spin: 31.5 kcal per mole